The following is a quantum chemistry calculation of a gas-phase ion, C5H6N (charge +1) at a distorted geometry, from OMol25.

Each line ends with the Löwdin charge.
Atoms and positions in Å:
C -1.0823 1.9962 0.6906  -0.010
C 0.1413 2.0920 -0.0674  0.298
C 0.9742 1.0774 -0.2733  0.050
C 0.2864 0.1455 0.6867  -0.331
C -0.1499 -1.0321 -0.1986  0.021
N -0.9069 0.8134 1.0898  0.158
H -1.8638 2.6858 0.9159  0.147
H 1.9655 0.9086 -0.7514  0.174
H 1.0540 -0.1057 1.4704  0.206
H 0.4313 -1.8542 0.0332  0.069
H 0.1869 -0.7990 -1.2357  0.114
H -1.1849 -1.2428 0.0122  0.104

Values from the calculation:
- 2S+1 = 1
- strongest force on any atom (eV/Å) = 3.020
- highest occupied orbital energy (spin up / spin down) (eV) = -16.00 / -16.00
- total charge = +1
- orbital gap (spin up / spin down) (eV) = 8.5 / 8.5
- LUMO (spin up / spin down) (eV) = -7.5 / -7.5
- M (g/mol) = 80.11

The following is a quantum chemistry calculation of 2 unconnected molecules or ions with the total composition C7H11N2O2S at a distorted geometry, from OMol25.

Each line ends with the Löwdin charge.
Atoms and positions in Å:
C 3.6430 -0.7013 0.6517  -0.157
C 4.6900 -0.0337 -0.0678  -0.831
C 0.4062 -0.9302 1.1227  -0.069
C 0.5984 -0.7996 -1.0002  -0.001
C -0.3056 1.3552 0.0441  -0.005
C -1.7799 -0.8013 0.2887  0.041
C -0.3068 -0.1873 0.1448  -0.477
N 3.4117 1.3410 1.0719  -0.001
N 2.9530 0.1418 1.3164  0.053
O 0.8611 -1.7209 1.7549  0.374
O 4.5646 1.2674 0.2710  0.004
S 5.8389 -0.6683 -1.0710  0.729
H 3.5511 -1.7942 0.7741  0.144
H 1.5541 -0.3620 -0.8715  0.054
H 0.6014 -1.9816 -0.9751  0.157
H 0.0980 -0.5086 -2.0384  0.162
H -0.3743 1.4949 -1.1027  0.128
H 0.4681 2.0043 0.5006  0.090
H -1.2419 1.8502 0.4733  0.117
H -1.7828 -1.8283 0.1644  0.068
H -2.3297 -0.5285 -0.6951  0.152
H -2.2234 -0.4486 1.1670  0.084
H 3.5876 2.0603 1.7764  0.183

Values from the calculation:
- 2S+1 = 1
- strongest force on any atom (eV/Å) = 4.452
- highest occupied orbital energy (eV) = -11.73
- total charge = +1
- orbital gap (eV) = 7.2
- LUMO (eV) = -4.5
- M (g/mol) = 187.24